Record 1
Here is an isolated molecule of C4H9NO2 in a non-equilibrium geometry from OMol25. Energies are from ωB97M-V/def2-TZVPD.

## Properties
energy above the lowest of the compared OMol25 structures with the same formula, charge and spin = 26.3 kcal per mole
molar mass = 103.12 g mol⁻¹
SMILES = C[C@H](N)CC(=O)O
net charge = 0
orbital gap = 10.18 eV

Each line ends with the Mulliken charge.
Atoms and positions in Å:
C 0.499 2.503 -0.430  -1.481
C 0.645 1.005 -0.201  0.522
N 1.325 0.334 -1.312  -0.563
C -0.704 0.335 0.131  -0.634
C -0.758 -1.093 0.618  0.359
O -1.593 -1.533 1.352  -0.531
O 0.250 -1.860 0.114  -0.419
H -0.116 2.717 -1.316  0.369
H 1.519 2.858 -0.642  0.401
H 0.144 3.074 0.428  0.387
H 1.200 0.764 0.715  0.224
H 1.651 0.983 -2.006  0.229
H 2.082 -0.214 -0.941  0.221
H -1.367 0.795 0.890  0.327
H -1.396 0.289 -0.730  0.272
H -0.102 -2.639 -0.296  0.316



Record 2
Here is C4H8NO2 as an isolated structure in a non-equilibrium geometry from OMol25. Energies are from ωB97M-V/def2-TZVPD.

## Properties
energy above the lowest of the compared OMol25 structures with the same formula, charge and spin = 162.9 kcal per mole
molar mass = 102.11 g mol⁻¹
net charge = -1
orbital gap = 5.59 eV

Each line ends with the Mulliken charge.
Atoms and positions in Å:
C -0.109 -0.724 -0.529  -0.402
C -1.610 -0.356 -0.564  -0.637
C -2.130 0.550 0.367  -0.206
O -3.361 1.047 0.471  -0.793
N 0.453 -0.558 0.877  -0.293
C 1.743 -0.481 0.947  -0.242
O 2.795 -0.165 -0.137  -0.495
H -0.131 -1.785 -0.800  0.363
H 0.515 -0.121 -1.332  0.308
H 0.883 1.692 -0.591  -0.184
H -2.229 -0.624 -1.411  0.343
H -1.446 0.914 1.151  0.287
H 2.134 -0.476 1.945  0.443
H 0.431 2.182 -0.306  0.143
H 2.063 -1.095 -0.089  0.365



Record 3
Here is C7H17Cl2INO2 as an isolated structure in a non-equilibrium geometry from OMol25. Energies are from ωB97M-V/def2-TZVPD.

## Properties
molar mass = 345.03 g mol⁻¹
net charge = -1
orbital gap = 7.76 eV

Each line ends with the Mulliken charge.
Atoms and positions in Å:
I -0.634 -0.594 1.622  -0.750
Cl 1.891 2.657 1.151  -0.207
C 2.160 1.862 2.762  -0.391
C 2.039 0.305 2.553  0.197
Cl 3.737 -0.326 2.157  -0.288
H 1.324 2.241 3.348  0.224
H 3.064 2.207 3.264  0.394
H 1.459 0.039 1.669  -0.439
H 1.700 -0.313 3.385  0.421
C 0.654 -3.039 -2.157  -1.275
C 0.432 -1.918 -1.104  0.394
C -0.412 -0.656 -1.573  -0.501
O -0.314 -2.580 -0.168  -0.601
H 0.374 -4.071 -1.946  0.296
H 1.690 -3.156 -2.475  0.299
H 0.088 -2.704 -3.026  0.323
H 1.360 -1.679 -0.585  0.197
H -1.174 -1.101 -2.212  0.510
H 0.292 0.062 -1.995  0.218
H -1.045 -0.268 -0.775  -1.016
H -0.564 -1.911 0.473  0.401
O -2.113 3.421 -1.052  -0.769
C -1.900 2.236 -0.641  0.759
N -1.127 2.025 0.383  0.125
C -2.664 1.056 -1.088  -0.967
H -1.102 1.175 0.929  -0.073
H -0.672 2.821 0.807  0.219
H -2.486 0.185 -0.458  0.767
H -2.344 0.690 -2.063  0.183
H -3.713 1.334 -1.186  0.353



Record 4
Here is an isolated molecule of C10H11NS2 in a non-equilibrium geometry from OMol25. Energies are from ωB97M-V/def2-TZVPD.

## Properties
energy above the lowest of the compared OMol25 structures with the same formula, charge and spin = 16.6 kcal per mole
molar mass = 209.34 g mol⁻¹
SMILES = c1ccc(N=C2SCCCS2)cc1
net charge = 0
orbital gap = 9.05 eV

Each line ends with the Mulliken charge.
Atoms and positions in Å:
C 4.268 0.498 0.127  -0.446
C 3.672 -0.298 1.146  -0.490
C 2.388 -0.779 0.980  -0.117
C 1.654 -0.581 -0.120  -0.131
N 0.379 -1.285 -0.163  -0.573
C -0.739 -0.628 -0.071  0.353
S -2.217 -1.552 -0.353  -0.096
C -3.493 -0.424 0.303  -0.583
C -3.388 1.049 -0.101  -0.523
C -2.305 1.664 0.664  -0.704
S -0.668 1.244 -0.015  -0.056
C 2.213 0.142 -1.162  0.313
C 3.529 0.680 -1.035  -0.476
H 5.379 0.733 0.265  0.283
H 4.244 -0.461 2.044  0.364
H 2.040 -1.566 1.787  0.205
H -3.551 -0.528 1.422  0.362
H -4.399 -0.785 -0.194  0.333
H -3.351 1.133 -1.204  0.296
H -4.272 1.609 0.195  0.336
H -2.350 1.432 1.696  0.398
H -2.421 2.771 0.571  0.310
H 1.527 0.374 -2.037  0.324
H 3.854 1.263 -1.907  0.318



Record 5
Here is a 2-piece molecular cluster, C3H3ClN3OS overall in a non-equilibrium geometry from OMol25. Energies are from ωB97M-V/def2-TZVPD.

## Properties
energy above the lowest of the compared OMol25 structures with the same formula, charge and spin = 142.9 kcal per mole
molar mass = 164.60 g mol⁻¹
net charge = +1
orbital gap (alpha / beta) = 6.95 / 7.36 eV

Each line ends with the Mulliken charge.
Atoms and positions in Å:
C 2.624 1.646 -0.070  0.568
C -0.563 -1.531 -1.711  -0.217
C 0.371 0.829 -0.303  0.291
N 1.462 1.304 0.058  -0.106
N -0.844 0.907 0.195  0.179
N -1.834 0.025 -0.074  -0.493
O 3.660 2.029 -0.277  -0.180
S -1.973 -1.155 -1.078  0.241
Cl -0.836 -2.242 1.913  -0.253
H 0.141 -2.010 -2.402  0.441
H -1.167 1.525 0.877  0.262
H -1.040 -1.328 2.873  0.268



Record 6
Here is a 10-piece molecular cluster, C6H28O9 overall in a non-equilibrium geometry from OMol25. Energies are from ωB97M-V/def2-TZVPD.

## Properties
energy above the lowest of the compared OMol25 structures with the same formula, charge and spin = 91.3 kcal per mole
molar mass = 244.28 g mol⁻¹
SMILES = C=C/C=C/CC.O.O.O.O.O.O.O.O.O
net charge = 0
orbital gap = 9.32 eV

Each line ends with the Mulliken charge.
Atoms and positions in Å:
C -2.323 -1.367 0.383  -0.457
C -1.283 -2.133 0.569  -0.635
C 0.068 -1.551 0.235  0.070
C 0.712 -1.660 -0.914  -0.107
C 2.067 -1.107 -1.097  0.361
C 2.501 -0.570 -2.401  -1.316
H -3.445 -1.712 0.694  0.119
H -2.373 -0.280 0.080  -0.003
H -1.325 -3.279 0.779  0.236
H 0.543 -1.186 1.146  0.587
H 0.317 -2.273 -1.771  0.251
H 2.314 -0.247 -0.308  -0.110
H 2.766 -1.856 -0.671  0.483
H 1.851 -1.068 -3.204  0.219
H 3.564 -0.800 -2.612  0.346
H 2.407 0.526 -2.619  0.214
O 2.413 0.675 3.408  -0.589
H 3.132 0.491 2.889  0.288
H 2.158 -0.196 3.584  0.290
O -1.223 1.678 1.395  -0.547
H -1.537 2.334 1.847  0.156
H -1.520 1.850 0.534  0.266
O 0.258 2.534 -1.657  -0.807
H 0.707 3.304 -1.204  0.289
H 0.470 1.870 -0.938  0.564
O 1.022 -2.237 3.360  -0.602
H 0.272 -1.794 3.625  0.335
H 0.885 -2.752 2.647  0.279
O -0.751 -0.261 3.035  -0.725
H 0.071 0.221 3.348  0.328
H -1.108 0.157 2.217  0.308
O -0.204 0.576 -3.600  -0.693
H 0.500 -0.138 -3.825  0.245
H 0.269 1.263 -3.121  0.373
O 1.327 1.407 0.565  -0.621
H 1.974 1.879 1.041  0.209
H 0.640 1.265 1.202  0.378
O -2.362 2.272 -0.939  -0.848
H -1.477 2.412 -1.424  0.493
H -2.563 1.446 -1.488  0.321
O -2.331 -0.484 -2.670  -0.534
H -1.895 -0.090 -3.436  0.323
H -3.229 -0.299 -2.829  0.267



no.,calculated total energy (eV)
1,-9878.9220
2,-9857.7219
3,-46265.1226
4,-33707.8461
5,-33020.2125
6,-25100.8335